Molecular formula: C6H10
Method: DFT, ωB97M-V/def2-TZVPD

```
16
Properties=species:S:1:pos:R:3
C 1.5103 -0.2203 0.9163
C 0.5605 -0.8970 -0.0785
C -0.9265 -0.8031 0.0797
C -1.2811 0.6617 0.3604
C -0.4063 1.1162 -0.8564
C -0.2620 -0.3682 -1.2098
H 1.6990 -0.9660 1.7039
H 1.1197 0.6639 1.4407
H 2.4912 0.0440 0.5045
H 0.9920 -1.8011 -0.4646
H -1.5179 -1.6807 0.3214
H -2.3251 0.8964 0.1466
H -1.0272 1.0176 1.3668
H 0.5283 1.6278 -0.5116
H -0.8548 1.7431 -1.6124
H -0.2998 -1.0342 -2.1071
```

## Properties
highest occupied orbital energy: -9.4 eV
orbital gap: 10.595 eV
E_LUMO: 1.1807 eV
energy above the lowest of the compared OMol25 structures with the same formula, charge and spin: 44.69 kcal/mol
SMILES: C[C@H]1[C@H]2CC[C@@H]12

Molecular formula: C16H17N3O2
Method: DFT, ωB97M-V/def2-TZVPD

```
38
Properties=species:S:1:pos:R:3
N -0.0563 2.3560 -1.0855
C 0.0710 2.2260 0.3580
C 1.5395 2.1793 0.8600
C 2.3354 1.1697 0.1028
C 3.1016 1.4110 -1.0024
N 3.6387 0.2421 -1.4738
C 3.2255 -0.7855 -0.6747
C 3.5004 -2.1452 -0.7467
C 2.9341 -2.9596 0.2094
C 2.1184 -2.4364 1.2168
C 1.8436 -1.0899 1.2955
C 2.3941 -0.2419 0.3340
C -0.6574 0.9816 0.8754
O -0.7119 0.7223 2.0612
N -1.1868 0.2073 -0.0866
C -1.9597 -0.9812 0.2092
C -3.4181 -0.7665 -0.0286
C -4.3770 -0.1648 0.7322
C -5.5716 -0.2097 -0.0272
C -5.2489 -0.8313 -1.1923
O -3.9484 -1.1691 -1.2059
H 0.1463 3.3087 -1.3677
H 0.6371 1.7590 -1.5324
H -0.4262 3.0822 0.8275
H 1.9895 3.1675 0.7343
H 1.5205 1.9320 1.9216
H 3.3219 2.3452 -1.4858
H 4.2640 0.1601 -2.2567
H 4.1372 -2.5446 -1.5229
H 3.1259 -4.0224 0.1847
H 1.6994 -3.1096 1.9502
H 1.2135 -0.6975 2.0775
H -1.2044 0.5861 -1.0227
H -1.7808 -1.2061 1.2638
H -1.6044 -1.8072 -0.4141
H -4.2426 0.2521 1.7088
H -6.5323 0.1666 0.2586
H -5.8308 -1.0862 -2.0557
```

## Properties
highest occupied orbital energy: -8.0 eV
orbital gap: 8.653 eV
E_LUMO: 0.6947 eV
energy above the lowest of the compared OMol25 structures with the same formula, charge and spin: 23.11 kcal/mol
SMILES: N[C@H](Cc1c[nH]c2ccccc12)C(=O)NCc1ccco1

Molecular formula: C32H29N5O
Method: DFT, ωB97M-V/def2-TZVPD

```
67
Properties=species:S:1:pos:R:3
C 5.6392 8.2088 2.3942
N 4.9307 7.2772 3.2576
C 5.5619 6.3459 4.0570
O 6.7765 6.2243 4.1166
C 4.4567 5.5610 4.7627
C 4.5590 5.6731 6.2983
C 5.9181 5.3070 6.8590
C 6.6521 6.2713 7.5582
C 7.9371 5.9659 8.0159
C 8.4353 4.6687 7.7833
C 7.6987 3.6946 7.0787
C 6.4184 4.0246 6.6211
N 3.2196 6.1755 4.2572
C 2.0446 5.5538 4.4585
C 0.8725 5.9263 3.8524
C -0.1071 4.8333 3.5573
C -1.5241 5.2963 3.2252
C -2.6370 4.5285 3.6213
C -3.9287 5.0016 3.3814
C -4.1084 6.1553 2.6026
C -5.4289 6.6740 2.3669
N -6.4949 7.1179 2.1216
C -2.9993 6.8250 2.0862
C -1.7110 6.3431 2.3383
C 0.3796 3.7000 2.4219
C 1.7342 3.2723 2.7418
N 2.8979 3.1456 2.9093
C -0.5310 2.4902 2.0420
C -1.6280 2.7547 1.2173
C -2.5067 1.7403 0.9149
C -2.3835 0.5065 1.5596
C -3.3457 -0.5572 1.3291
N -4.0788 -1.4499 1.1435
C -1.3148 0.2535 2.4222
C -0.3868 1.2468 2.6674
C 3.4792 7.1578 3.1940
C 2.8327 8.5386 3.5028
C 2.9994 6.6871 1.8076
H 6.7215 8.1975 2.5578
H 5.4331 7.9688 1.3426
H 5.2556 9.2178 2.5952
H 4.5212 4.5177 4.4139
H 4.2890 6.7063 6.6045
H 3.7623 5.0136 6.6838
H 6.2177 7.2664 7.7082
H 8.5178 6.7237 8.5377
H 9.4275 4.4129 8.1383
H 8.0964 2.6993 6.8807
H 5.8162 3.3013 6.0649
H 2.0538 4.7246 5.2084
H 0.7299 6.9774 3.6961
H -0.1225 4.0716 4.3969
H -2.5000 3.6093 4.2088
H -4.7799 4.4142 3.7309
H -3.1808 7.6666 1.4250
H -0.8295 6.8527 1.9087
H 0.3936 4.3574 1.4802
H -1.8197 3.7700 0.8268
H -3.3679 1.9500 0.2373
H -1.2873 -0.6999 2.9573
H 0.4556 1.0580 3.3582
H 3.3831 9.0451 4.3024
H 2.8815 9.1424 2.5916
H 1.7885 8.4455 3.7968
H 3.4225 5.7111 1.5450
H 1.9161 6.6106 1.8223
H 3.3008 7.4591 1.0937
```

## Properties
highest occupied orbital energy: -8.0 eV
orbital gap: 7.733 eV
E_LUMO: -0.2832 eV
energy above the lowest of the compared OMol25 structures with the same formula, charge and spin: 0.00 kcal/mol
SMILES: CN1C(=O)[C@@H](Cc2ccccc2)N(/C=C/[C@@H](c2ccc(C#N)cc2)[C@@H](C#N)c2ccc(C#N)cc2)C1(C)C

Number 1 is which compound? C6H10

Copy entry 1 word for word.
Molecular formula: C6H10
Method: DFT, ωB97M-V/def2-TZVPD

```
16
Properties=species:S:1:pos:R:3
C 1.5103 -0.2203 0.9163
C 0.5605 -0.8970 -0.0785
C -0.9265 -0.8031 0.0797
C -1.2811 0.6617 0.3604
C -0.4063 1.1162 -0.8564
C -0.2620 -0.3682 -1.2098
H 1.6990 -0.9660 1.7039
H 1.1197 0.6639 1.4407
H 2.4912 0.0440 0.5045
H 0.9920 -1.8011 -0.4646
H -1.5179 -1.6807 0.3214
H -2.3251 0.8964 0.1466
H -1.0272 1.0176 1.3668
H 0.5283 1.6278 -0.5116
H -0.8548 1.7431 -1.6124
H -0.2998 -1.0342 -2.1071
```

## Properties
highest occupied orbital energy: -9.4 eV
orbital gap: 10.595 eV
E_LUMO: 1.1807 eV
energy above the lowest of the compared OMol25 structures with the same formula, charge and spin: 44.69 kcal/mol
SMILES: C[C@H]1[C@H]2CC[C@@H]12

E_LUMO of number 2 (C16H17N3O2)? 0.6947 eV